Record 1
{"formula": "C4H33N3O10S", "method": "the ωB97M-V functional and the def2-TZVPD basis", "elements": ["S", "O", "O", "O", "O", "O", "O", "O", "O", "O", "O", "N", "N", "N", "C", "C", "C", "C", "H", "H", "H", "H", "H", "H", "H", "H", "H", "H", "H", "H", "H", "H", "H", "H", "H", "H", "H", "H", "H", "H", "H", "H", "H", "H", "H", "H", "H", "H", "H", "H", "H"], "coordinates": [[-3.1572, -3.4113, 0.4908], [-1.6274, 3.0919, 2.5781], [2.4793, 1.7232, -1.7399], [2.3608, 3.0808, 0.6158], [-0.3057, 1.9664, 0.2310], [2.7811, -3.3569, -0.0829], [-3.5557, 1.6786, 0.9689], [-0.7858, 0.7256, 3.5424], [-1.3810, 1.9795, -2.3329], [-0.2284, 0.0788, -4.3653], [1.9982, -1.5886, -2.4231], [-2.0916, -0.5687, -0.0803], [0.7922, -0.6566, 0.2994], [3.0339, -0.1274, 0.9876], [-1.9697, -2.9615, -0.8318], [-1.2332, -1.6638, -0.5276], [1.6689, -0.4647, 1.4627], [-0.0411, -1.8862, 0.4365], [-1.6958, 0.2059, -0.5802], [-0.0935, -0.7891, -3.9535], [-0.9068, 3.7150, 2.5468], [-2.0797, -0.5102, 0.9230], [-1.2258, 0.3716, 4.3129], [1.8745, -1.1508, -1.5680], [2.2094, -2.6050, -0.2337], [-1.5634, 2.3461, 3.2014], [-3.8155, -2.2412, 0.6574], [-0.6765, -1.3568, -1.4195], [2.5867, 2.4615, -1.0945], [1.4356, 0.4084, 2.0782], [1.7322, -1.3174, 2.1360], [3.0735, -3.5519, -0.9820], [-2.4924, -2.7979, -1.7761], [-1.4976, 1.2141, -2.9184], [1.6513, 1.2954, -1.4969], [3.7618, -0.7394, 1.2996], [3.1439, 0.0647, 0.0041], [0.5029, 0.5377, -3.9437], [-1.1616, 0.2613, 2.7845], [-2.0942, 1.8657, -1.6876], [-0.5976, 2.1378, -0.6900], [-1.3768, -3.8618, -0.9544], [2.1924, 2.1349, 0.8138], [2.6302, -1.1786, -3.0042], [-0.8431, 2.6240, 0.6966], [0.5289, -2.8086, 0.3718], [0.2907, 0.2204, 0.1984], [3.2854, 2.9712, 0.9140], [-4.1186, 1.8172, 1.7327], [-3.0605, 2.4925, 0.9053], [-0.3374, -1.8759, 1.4969]], "forces_ev_per_a": [[0.02, -0.09, 0.08], [-1.40, 0.33, -0.85], [0.26, 0.10, -0.03], [1.24, -1.30, 0.84], [-0.67, 0.79, -0.77], [0.27, -0.32, -0.15], [-0.26, -0.41, -0.21], [-0.01, 0.09, -0.13], [-0.44, -0.32, 0.37], [0.06, -0.46, 0.66], [-0.96, -1.02, -0.12], [0.33, -1.45, -1.57], [1.27, -1.05, 0.73], [0.22, 0.35, 0.52], [-1.29, 0.70, -0.07], [1.59, -1.47, 0.91], [1.73, 0.97, -1.02], [-0.81, 2.08, 1.03], [-0.38, 0.82, 0.92], [-0.26, -0.13, -0.32], [0.54, -0.21, 0.82], [-0.03, 0.61, 0.02], [-0.14, -0.35, 0.33], [0.28, 0.65, -0.14], [-0.02, 0.32, 0.07], [1.06, 0.48, -0.25], [0.30, -0.17, -0.37], [-0.52, 0.04, -0.39], [-0.37, -0.54, -0.43], [-0.99, -0.21, -0.03], [-0.20, -0.26, -0.22], [0.05, -0.08, 0.11], [-0.28, -0.23, 0.11], [0.34, 0.09, -0.30], [-0.04, 0.19, 0.10], [0.14, -0.35, 0.05], [-0.35, -0.16, -0.16], [0.24, 0.61, -0.15], [0.06, 0.00, 0.00], [-0.30, 0.18, -0.35], [0.79, -0.31, 0.07], [0.47, 0.15, 0.10], [-0.99, 0.38, -0.22], [0.43, 0.65, 0.28], [0.29, -0.33, 0.75], [0.02, 0.00, -0.73], [-0.65, -0.51, 0.02], [-0.01, 1.08, -0.19], [-0.16, 0.06, 0.09], [0.27, 0.38, 0.29], [-0.74, -0.35, -0.12]], "homo_ev": -8.97, "orbital_gap_ev": 8.929, "total_charge": 0, "multiplicity": 1, "relative_energy_kcal_mol": 7.3}



Record 2
{"formula": "C5H10N2O", "method": "the ωB97M-V functional and the def2-TZVPD basis", "elements": ["O", "N", "N", "C", "C", "C", "C", "C", "H", "H", "H", "H", "H", "H", "H", "H", "H", "H"], "coordinates": [[1.3314, 1.8412, -1.0193], [-0.7951, 1.5116, -0.5434], [0.4755, 1.5062, 0.0225], [1.6721, -0.9947, -0.1782], [-2.0000, -0.6012, -0.8205], [0.5847, -0.3424, 0.2607], [-0.8403, 0.1249, -0.9970], [0.0239, -0.6094, 1.6320], [0.8268, -0.7998, 2.3472], [-1.9905, -1.6743, -0.9548], [-1.4515, 1.6597, 0.2184], [-0.2206, 0.0370, -1.8886], [-0.6217, -1.4913, 1.6224], [-2.9213, -0.1276, -0.5059], [2.1214, 2.1387, -0.5372], [-0.5684, 0.2270, 2.0081], [2.2741, -1.6008, 0.4897], [2.0996, -0.8047, -1.1561]], "forces_ev_per_a": [[0.33, 0.23, 0.21], [-0.79, -0.46, -0.67], [0.26, -2.06, 0.46], [0.03, 0.55, -0.22], [0.93, 0.14, -0.13], [1.27, 1.34, 1.06], [-1.83, 0.99, -0.61], [-0.17, 0.00, -0.04], [0.02, 0.08, -0.08], [-0.10, 0.05, -0.29], [0.11, 0.01, -0.10], [0.30, -0.42, 0.43], [0.00, 0.06, -0.07], [0.15, -0.04, 0.44], [-0.15, -0.20, -0.29], [0.05, 0.00, -0.05], [-0.41, -0.45, -0.07], [0.01, 0.19, 0.03]], "homo_ev": [-7.85, -7.97], "orbital_gap_ev": [7.516, 7.558], "total_charge": 0, "multiplicity": 1, "relative_energy_kcal_mol": 172.0}



| no. | F_max (eV/Å) |
| --- | --- |
| 1 | 2.46 |
| 2 | 2.17 |